{"formula": "C19H24BrNNbSi", "method": "the ωB97M-V functional and the def2-TZVPD basis", "molar_mass_g_mol": 467.30, "total_charge": 1, "homo_ev": -11.4, "symbols": ["C", "C", "C", "H", "C", "C", "H", "H", "H", "H", "Nb", "Br", "C", "C", "C", "H", "C", "C", "H", "H", "H", "H", "C", "Si", "C", "C", "N", "C", "C", "C", "C", "C", "C", "H", "H", "H", "H", "H", "H", "H", "H", "H", "H", "H", "H", "H", "H"], "positions_angstrom": [[0.12, 2.14, 0.47], [1.15, 1.69, 1.37], [2.23, 1.16, 0.57], [1.17, 1.82, 2.44], [1.87, 1.33, -0.82], [0.57, 1.92, -0.88], [0.06, 2.19, -1.80], [-0.78, 2.67, 0.78], [3.19, 0.85, 0.97], [2.50, 1.16, -1.68], [0.48, -0.07, 0.13], [0.61, -1.10, 2.38], [-1.89, -1.63, -0.46], [-1.75, -0.59, -1.44], [-2.03, 0.65, -0.79], [-1.57, -0.72, -2.51], [-2.31, 0.39, 0.58], [-2.22, -1.02, 0.78], [-2.43, -1.55, 1.71], [-1.84, -2.70, -0.65], [-2.16, 1.61, -1.30], [-2.60, 1.11, 1.33], [4.43, -0.36, -1.34], [3.35, -1.88, -1.11], [3.68, -2.93, -2.62], [3.89, -2.65, 0.50], [1.58, -1.60, -1.02], [0.89, -2.83, -1.25], [0.29, -3.09, -2.51], [-0.22, -4.35, -2.80], [-0.17, -5.38, -1.85], [0.38, -5.13, -0.59], [0.88, -3.87, -0.28], [5.48, -0.71, -1.37], [4.36, 0.37, -0.53], [4.22, 0.14, -2.29], [4.76, -3.08, -2.73], [3.20, -3.92, -2.57], [3.31, -2.44, -3.53], [3.57, -2.02, 1.34], [3.48, -3.66, 0.64], [4.99, -2.71, 0.50], [0.27, -2.29, -3.25], [-0.63, -4.54, -3.79], [-0.53, -6.38, -2.10], [0.44, -5.92, 0.16], [1.28, -3.65, 0.71]]}